# 1
{
  "formula": "C19H38Ag4N2O5Zn",
  "method": "ωB97M-V/def2-TZVPD",
  "symbols": ["Zn", "Ag", "Ag", "Ag", "Ag", "C", "O", "O", "O", "C", "C", "C", "C", "C", "C", "N", "O", "C", "C", "C", "H", "H", "H", "H", "H", "H", "H", "H", "H", "H", "H", "H", "H", "H", "H", "H", "H", "H", "H", "C", "C", "C", "C", "C", "C", "N", "O", "C", "C", "C", "H", "H", "H", "H", "H", "H", "H", "H", "H", "H", "H", "H", "H", "H", "H", "H", "H", "H", "H"],
  "xyz": [[0.2951, 13.7948, -47.3736], [-1.9572, 14.9208, -49.5962], [-3.0963, 12.3801, -47.0668], [0.1910, 14.5592, -43.6442], [1.3166, 16.8809, -46.2110], [-1.2760, 15.4752, -46.2182], [-0.9085, 16.0655, -45.1357], [-0.5778, 15.6707, -47.3158], [-1.7826, 14.2864, -46.2027], [-0.3328, 21.2463, -47.2369], [0.5355, 19.9584, -47.0356], [2.0150, 20.4223, -47.2465], [2.6317, 21.2148, -46.1213], [2.4602, 20.4890, -44.7816], [1.0720, 19.9062, -44.5140], [0.3949, 19.3448, -45.7284], [-0.8645, 18.8957, -45.4294], [1.1722, 18.7589, -43.4763], [0.2017, 20.9682, -43.8552], [0.1010, 18.9889, -48.1208], [-0.4535, 21.4887, -48.2896], [-0.0419, 22.0435, -46.5603], [-1.3715, 21.0341, -46.9531], [2.5644, 19.4696, -47.3329], [2.1838, 20.8521, -48.2332], [2.2429, 22.2293, -46.0149], [3.6981, 21.3774, -46.2794], [2.6070, 21.3218, -44.0912], [3.2766, 19.8155, -44.5142], [1.7600, 18.9639, -42.5876], [0.1378, 18.5584, -43.1889], [1.4775, 17.8077, -43.9457], [-0.7744, 20.5720, -43.5775], [0.7034, 21.3187, -42.9539], [0.0512, 21.8764, -44.4397], [0.2634, 19.3576, -49.1310], [-0.9538, 18.7178, -48.0317], [0.5809, 17.9968, -48.0814], [-0.8444, 17.9049, -45.3965], [-1.2081, 12.0586, -43.2381], [-1.9615, 12.7459, -42.0539], [-1.0855, 12.4676, -40.8176], [-1.4558, 13.4585, -39.6859], [-1.2280, 14.8705, -40.2050], [-2.1453, 15.2662, -41.3909], [-2.0264, 14.2013, -42.4086], [-2.8970, 14.4278, -43.4392], [-3.5639, 15.5663, -40.8559], [-1.5730, 16.5815, -41.9225], [-3.3477, 12.0996, -41.9345], [-1.2775, 10.9879, -43.0398], [-0.1273, 12.2569, -43.2971], [-1.6481, 12.2149, -44.2279], [-1.3925, 11.4999, -40.4250], [-0.0069, 12.5707, -40.9330], [-0.7830, 13.2239, -38.8597], [-2.4379, 13.2026, -39.2864], [-0.1655, 14.9576, -40.4681], [-1.3634, 15.6592, -39.4644], [-4.2371, 15.6622, -41.7179], [-4.1105, 14.7136, -40.4401], [-3.6721, 16.4229, -40.1992], [-0.5674, 16.4491, -42.3431], [-2.1951, 16.9274, -42.7527], [-1.5955, 17.3354, -41.1414], [-3.9790, 12.4026, -41.0963], [-3.2132, 11.0210, -41.8496], [-4.0475, 12.2383, -42.7623], [-2.3617, 14.6931, -44.2272]],
  "atomic_forces_ev_per_a": [[-0.79, 0.31, -0.19], [0.03, -0.42, 0.13], [0.09, 0.35, -0.40], [0.15, 0.00, -0.16], [0.07, -0.17, -0.22], [2.87, -3.70, -0.43], [-0.94, 0.95, -0.15], [0.28, 1.82, -0.33], [-1.13, 0.63, 1.34], [-1.86, -0.57, 1.36], [0.96, 1.43, -1.64], [0.43, -1.62, 0.04], [-0.05, -0.12, 0.29], [0.42, 1.08, -0.23], [1.36, -0.57, 1.05], [-0.69, 1.72, 0.82], [0.56, -0.38, -0.61], [-1.50, -0.48, -0.80], [-1.01, 0.83, 0.03], [-0.67, -1.15, 0.04], [0.86, 0.20, -0.03], [0.42, 0.25, -0.55], [0.08, -0.19, 0.15], [0.32, 0.00, 0.12], [-0.60, 0.30, 0.04], [-0.32, -0.08, -0.29], [-0.02, -0.17, -0.23], [-0.19, -0.38, 0.52], [-0.15, -0.40, -0.49], [0.23, 0.23, -0.22], [0.11, -0.03, 0.45], [0.61, 0.02, 0.02], [0.00, 0.04, -0.06], [0.11, -0.31, 0.06], [0.06, -0.19, -0.23], [0.18, 0.28, 0.16], [-0.09, 0.39, 0.00], [0.51, 0.13, 0.01], [-0.28, 0.10, 0.29], [-0.67, -0.20, -0.26], [1.87, -0.96, -1.03], [-1.49, 1.37, 1.47], [0.50, -0.60, -0.04], [-0.26, -0.17, 0.31], [2.00, 0.62, 2.20], [-2.95, 0.12, 1.04], [0.98, -0.05, -0.33], [-1.96, -1.69, -1.82], [-0.77, -0.20, -1.42], [-1.34, 0.02, -0.01], [0.21, -0.03, -0.05], [0.13, 0.18, 0.27], [-0.17, 0.15, 0.14], [0.53, -0.34, -0.42], [-0.01, -0.40, -0.62], [0.05, 0.31, 0.05], [-0.23, 0.55, -0.19], [0.00, -0.04, -0.28], [-0.15, -0.21, 0.20], [0.29, 0.88, -0.10], [0.84, -0.13, 0.74], [0.60, 0.07, -0.02], [0.24, 0.13, 0.37], [0.00, 0.20, 0.09], [0.25, -0.07, 0.07], [0.63, 0.19, 0.37], [0.26, 0.05, 0.12], [0.60, 0.21, -0.40], [-0.44, -0.08, -0.10]],
  "lowdin_spin": [0.7084, 0.3129, 0.1735, 0.1300, 0.1108, 0.1354, 0.0427, 0.2555, 0.1830, 0.0695, 0.0662, 0.0050, 0.0008, 0.0018, 0.0478, 0.5255, 0.1220, 0.0202, 0.0472, 0.0202, 0.0070, 0.0019, 0.0017, 0.0016, -0.0002, 0.0002, 0.0007, 0.0007, 0.0009, 0.0017, -0.0001, 0.0044, 0.0022, 0.0054, 0.0003, 0.0015, 0.0002, 0.0015, 0.0154, 0.0347, 0.0487, -0.0005, -0.0003, 0.0001, 0.0558, 0.5482, 0.1230, 0.0476, 0.0236, 0.0429, 0.0035, 0.0054, 0.0026, -0.0001, 0.0007, 0.0000, 0.0000, 0.0008, -0.0005, 0.0013, 0.0006, 0.0058, 0.0019, 0.0000, 0.0015, 0.0007, 0.0066, 0.0016, 0.0183],
  "spin_multiplicity": 5,
  "fmax_ev_per_a": 4.70,
  "homo_energy_ev": [-17.3, -21.1],
  "gap_ev": [4.139, 6.428],
  "charge": 4,
  "lumo_energy_ev": [-13.147, -14.658]
}

=====

# 2
{
  "formula": "C2H10N2",
  "method": "ωB97M-V/def2-TZVPD",
  "symbols": ["C", "N", "C", "H", "H", "H", "H", "H", "H", "H", "N", "H", "H", "H"],
  "xyz": [[-0.8529, -0.7443, -0.7681], [-0.3734, 0.0558, 0.3895], [-1.4209, 1.0652, 0.7990], [-0.9657, -0.1218, -1.6463], [-1.8246, -1.1717, -0.5033], [-0.1029, -1.5177, -0.9012], [-0.3873, -0.5500, 1.2010], [-2.3915, 0.6145, 0.9977], [-0.9660, 1.5798, 1.6411], [-1.4946, 1.7569, -0.0407], [2.5988, -0.5147, -0.4723], [3.3652, 0.0288, -0.8745], [2.9495, -0.6504, 0.4852], [1.8663, 0.1696, -0.3072]],
  "atomic_forces_ev_per_a": [[0.24, 0.14, 1.54], [-1.55, 0.69, 0.15], [1.79, -0.41, -1.12], [0.16, 0.11, -0.17], [-0.10, -0.27, -0.38], [-0.13, -0.16, -0.47], [0.54, -0.46, -0.15], [-0.14, 0.03, 0.22], [-0.55, 0.19, 0.22], [-0.28, 0.19, 0.16], [0.76, 0.49, 0.79], [-0.17, -0.18, -0.27], [-0.18, -0.34, -0.34], [-0.40, -0.02, -0.18]],
  "lowdin_charge": [-0.1410, -0.2001, -0.1298, 0.0716, 0.0674, 0.0626, 0.0829, 0.0663, 0.0692, 0.0695, -0.0029, 0.0035, 0.0094, -0.0287],
  "smiles": "CNC.N",
  "fmax_ev_per_a": 2.15,
  "homo_energy_ev": -9.3,
  "gap_ev": 10.373,
  "charge": 0,
  "lumo_energy_ev": 1.121
}

=====

Results for energy relative to the best compared isomer or geometry (same formula, charge and spin): 0.0, 11.0 (in kcal/mol, following the order of the records).
Results for E_tot: -3597.82617, -191.67985 (in hartree, following the order of the records).